No. 1
The following is a quantum chemistry calculation of the molecule C3H7NO2 at a distorted geometry, from the OMol25 dataset.

XYZ file:
```
13
C3H7NO2 | the OMol25 dataset | the ωB97M-V functional and the def2-TZVPD basis
H -1.69997 0.27664 0.23058
N -1.75273 -0.72128 -0.00644
C -1.03077 -0.82837 -1.06654
O 0.12553 -0.25987 -1.36711
C 0.91753 0.50970 -0.41225
C 0.11591 1.07187 0.76312
O -0.06194 0.07852 1.71387
H -1.42244 -1.36179 -1.93041
H 1.37261 1.28634 -1.02622
H 1.69468 -0.17283 -0.04142
H -0.87441 1.40961 0.35562
H 0.52714 2.03210 1.10566
H -0.75078 -0.59350 1.15222
```

Its net charge is 0. The relative energy (zero: lowest compared OMol25 entry of this formula, charge and spin) is 3.635 eV. The SMILES is [H]/N=C\OCCO. Its HOMO-LUMO gap is 10.6 eV.

=====

No. 2
The following is a quantum chemistry calculation of a cluster of 2 separate species, C2H7S2 in total at a distorted geometry, from the OMol25 dataset.

XYZ file:
```
11
C2H7S2 | the OMol25 dataset | the ωB97M-V functional and the def2-TZVPD basis
S -0.96070 0.93415 3.04637
H -0.06155 1.74547 3.66449
C -0.00428 -0.12397 -1.81194
C -0.03932 -0.73099 -0.42022
S 1.38553 -0.09542 0.62364
H -1.07991 -0.06244 -2.18572
H 0.50151 -0.78769 -2.51293
H 0.43293 0.90205 -1.70315
H -1.04047 -0.60888 0.05185
H 0.12097 -1.82290 -0.48134
H 0.74530 0.65062 1.72894
```

Its net charge is -1. The relative energy (zero: lowest compared OMol25 entry of this formula, charge and spin) is 0.564 eV. Its HOMO-LUMO gap is 6.7 eV.

=====

No. 3
The following is a quantum chemistry calculation of a cluster of 2 separate species, C17H21F3NO5S2 in total at a distorted geometry, from the OMol25 dataset.

XYZ file:
```
49
C17H21F3NO5S2 | the OMol25 dataset | the ωB97M-V functional and the def2-TZVPD basis
C 4.59011 -0.06130 3.48148
C 3.72502 0.86492 2.66797
O 2.44433 0.21857 2.54414
C 1.60342 0.80410 1.66831
C 0.20646 0.38525 1.97026
C -0.80500 1.42170 1.93866
O -0.66577 2.46893 1.31004
C -2.14439 1.14137 2.67607
C -2.25171 -0.15803 3.45918
C -1.45289 -1.30481 2.83158
C 0.02902 -0.88540 2.69371
O 1.97315 1.53192 0.75407
H 5.52404 0.44050 3.73159
H 4.09645 -0.37178 4.40629
H 4.82773 -0.95970 2.90511
H 3.58296 1.82474 3.17422
H 4.13730 1.03416 1.66598
H -2.33981 1.99123 3.34629
H -2.92339 1.17009 1.89680
H -1.90092 -0.01107 4.48916
H -3.31118 -0.43785 3.52821
H -1.52065 -2.20147 3.46875
H -1.84294 -1.56825 1.83229
H 0.58644 -1.68811 2.17591
H 0.47942 -0.79311 3.70604
C -0.08138 -0.80476 -4.80781
N -0.85613 0.24549 -4.16279
S 0.06607 1.27271 -3.05338
C 0.12342 2.77651 -4.05759
F -1.07753 3.05626 -4.61993
F 0.45253 3.79395 -3.19809
F 1.05081 2.71109 -5.04044
S -2.45252 -0.15477 -3.64595
C -1.94481 -0.89519 -2.10709
C -1.53854 -2.23603 -2.08818
C -0.46157 -2.58904 -1.26670
C 0.20337 -1.60599 -0.51589
C -0.24261 -0.29015 -0.57224
C -1.44912 0.02166 -1.18069
O -3.15867 1.07220 -3.39236
O -2.96753 -1.17373 -4.52000
H 0.56447 -0.29498 -5.53291
H 0.52956 -1.36956 -4.08591
H -0.76669 -1.48243 -5.33492
H -2.03700 -2.94488 -2.73595
H -0.09552 -3.61448 -1.25900
H 1.08427 -1.86499 0.08602
H 0.35542 0.54074 -0.21017
H -1.94751 0.97377 -1.02011
```

Its net charge is -1. The relative energy (zero: lowest compared OMol25 entry of this formula, charge and spin) is 0.000 eV. Its HOMO-LUMO gap is 6.0 eV.

=====

No. 4
The following is a quantum chemistry calculation of a structure of composition C55H51BF2IN5O4S2Ti at a distorted geometry, from the OMol25 dataset.

XYZ file:
```
122
C55H51BF2IN5O4S2Ti | the OMol25 dataset | the ωB97M-V functional and the def2-TZVPD basis
Ti -0.03210 0.09900 0.66610
C -4.08100 -1.38270 -0.89540
C -3.71370 -1.48050 0.55460
N -4.54780 -2.15320 1.31860
C -4.29300 -2.24750 2.61970
C -3.20490 -1.68080 3.23850
C -3.03060 -1.87170 4.72810
O -1.85140 -2.57300 5.07900
C -2.24150 -0.98660 2.43920
C -1.06990 -0.54380 3.08580
N 0.08260 -0.08410 2.56340
C 1.19460 -0.19860 3.41080
C 1.30420 -1.28160 4.30170
C 2.36260 -1.40120 5.17850
C 3.37940 -0.46080 5.18870
C 3.32240 0.60200 4.30740
C 2.24270 0.72170 3.45210
I 2.21360 2.42320 2.20430
C -2.52820 -0.87340 1.03290
O -1.75130 -0.23330 0.19180
H -4.73560 -2.21060 -1.15520
H -4.62370 -0.45290 -1.08040
H -3.18900 -1.40850 -1.52200
H -5.01770 -2.81980 3.18130
H -3.91270 -2.39540 5.11600
H -2.96510 -0.90650 5.24330
H -1.92740 -3.47920 4.76430
H -1.06910 -0.65550 4.16440
H 0.54290 -2.04580 4.28380
H 2.39840 -2.23670 5.85850
H 4.21170 -0.54120 5.86890
H 4.10740 1.34340 4.29110
C 4.72230 -5.14570 -2.38630
C 3.50490 -4.36060 -2.01520
C 2.91550 -3.50170 -2.94100
C 1.74900 -2.82320 -2.64020
C 1.17150 -2.99980 -1.39490
C 1.75790 -3.82500 -0.45110
C 2.92330 -4.50010 -0.75970
S -0.36110 -2.14710 -0.93830
O -0.39310 -2.36370 0.53290
C -1.27000 -3.42770 -1.81630
C -1.34000 -4.68860 -1.21620
C -1.76170 -5.76770 -1.92990
C -1.95780 -5.64310 -3.32130
C -2.25690 -6.77560 -4.10710
C -2.38180 -6.67390 -5.46320
C -2.15670 -5.43890 -6.08750
C -1.90220 -4.31820 -5.34530
C -1.84870 -4.36680 -3.93520
C -1.65910 -3.19010 -3.12110
C -2.05270 -1.91390 -3.78390
C -3.31020 -2.07150 -4.50410
C -4.26690 -3.03300 -4.11270
C -5.39300 -3.25880 -4.85840
C -5.64130 -2.53270 -6.02940
C -4.78720 -1.52780 -6.38680
C -3.63240 -1.26590 -5.62470
C -2.75680 -0.21400 -5.96250
C -1.74050 0.08610 -5.11340
C -1.40940 -0.70000 -3.97800
S -0.11370 0.39010 -3.18490
O 0.23920 0.13330 -1.75300
C -1.27130 1.78920 -2.98880
C -2.45740 1.63110 -2.29460
C -3.30050 2.71690 -2.12010
C -2.97920 3.96660 -2.64040
C -3.92320 5.12150 -2.50770
C -1.76810 4.11110 -3.31170
C -0.91740 3.03350 -3.48420
H 5.41620 -4.53610 -2.96000
H 4.43330 -5.99180 -3.01120
H 5.22090 -5.53290 -1.50150
H 3.39080 -3.36700 -3.90140
H 1.28770 -2.15700 -3.35720
H 1.30370 -3.90180 0.52760
H 3.39090 -5.13230 -0.01750
H -1.08430 -4.74020 -0.16920
H -1.89720 -6.72850 -1.46250
H -2.38770 -7.72740 -3.61250
H -2.62550 -7.53920 -6.06090
H -2.18710 -5.37220 -7.16510
H -1.71820 -3.38180 -5.84930
H -4.12780 -3.59380 -3.20190
H -6.10540 -4.00210 -4.53700
H -6.52180 -2.74230 -6.61720
H -4.98610 -0.90030 -7.24340
H -2.93240 0.36190 -6.85870
H -1.11100 0.93760 -5.33770
H -2.72270 0.66530 -1.89370
H -4.23820 2.58200 -1.59570
H -4.92650 4.77430 -2.27380
H -3.96030 5.69450 -3.43140
H -3.60250 5.79650 -1.71400
H -1.50620 5.07260 -3.72610
H 0.01360 3.14680 -4.01620
C 2.15150 4.91040 -0.83620
C 2.32310 3.54190 -1.47790
N 1.20630 2.68250 -1.11880
C 0.18360 3.03660 -0.30310
N -0.45570 2.08700 0.35310
C -1.65800 2.46950 1.09020
C -1.52070 3.85980 1.70490
C -1.21900 4.83680 0.58030
N -0.12570 4.34860 -0.23310
C 0.68390 5.30370 -0.96130
H 2.79080 5.64410 -1.32420
H 2.41980 4.85270 0.22200
H 3.25590 3.08140 -1.14100
H 2.36600 3.63080 -2.57010
H 1.38410 1.68380 -1.16110
H -1.83670 1.73540 1.88560
H -2.52650 2.45110 0.41400
H -0.71000 3.86090 2.43720
H -2.44520 4.14750 2.20610
H -0.94480 5.81250 0.98780
H -2.10930 4.96670 -0.04630
H 0.51230 6.29460 -0.54030
H 0.38570 5.31640 -2.01520
F 2.84180 -0.27120 -0.73390
B 1.95150 -0.51590 0.25800
F 2.48180 -1.47720 1.04580
```

Its net charge is +1. As for the expectation value of S²: 0.780. Its spin multiplicity is 2. The relative energy (zero: lowest compared OMol25 entry of this formula, charge and spin) is 8.293 eV. Its HOMO-LUMO gap (alpha / beta) is 6.1 / 7.0 eV.